# 1
C4H8O2 | ωB97M-V with the def2-TZVPD basis set

Each line ends with the Löwdin charge.
Geometry (Å):
O 1.8043 -0.6608 0.4307  -0.26
C 1.3600 0.1612 -0.5674  -0.33
C 0.0385 0.6570 -0.0021  -0.39
O 0.1736 1.2904 1.1521  0.10
C -0.8633 -0.9011 0.3333  -0.05
C -1.2771 0.3803 -0.4991  -0.06
H 0.4006 -1.0525 0.5622  0.13
H 1.1905 -0.2997 -1.5624  0.13
H 1.9921 1.0553 -0.7224  0.13
H 1.0315 0.9284 1.4896  0.14
H -1.3416 -0.8767 1.3115  0.11
H -1.0633 -1.8006 -0.2499  0.11
H -1.3306 0.1633 -1.5635  0.12
H -2.1153 0.9555 -0.1127  0.12

The energy above the lowest of the compared OMol25 structures with the same formula, charge and spin comes out at 94.6 kcal/mol. As for the charge: 0. The spin multiplicity is 1. The calculation puts the total energy at -307.5617 hartree. The calculation puts the lowest unoccupied orbital energy at 0.0295 hartree. As for the HOMO-LUMO gap: 9.46 eV. Its HOMO energy is -8.657 eV.

---

# 2
C4H8O2 | ωB97M-V with the def2-TZVPD basis set

Each line ends with the Löwdin charge.
Geometry (Å):
C 1.4662 1.2762 -1.2826  -0.04
C 0.1373 -0.7726 1.1435  -0.33
O 1.3055 -0.6261 1.3824  0.11
C -1.2205 -0.9480 1.6730  0.01
C -0.9653 -0.9052 0.1535  -0.28
O -1.5049 0.1934 -0.5084  0.00
H 2.3644 1.8741 -1.4328  0.02
H 0.6229 1.9601 -1.1295  0.03
H 1.2920 0.6808 -2.1828  0.03
H 1.6301 0.6186 -0.4248  0.00
H -1.5412 -1.8721 2.1429  0.11
H -1.6625 -0.0317 2.0614  0.13
H -1.0266 -1.8635 -0.3711  0.15
H -0.8975 0.4159 -1.2246  0.07

The energy above the lowest of the compared OMol25 structures with the same formula, charge and spin comes out at 67.1 kcal/mol. As for the charge: 0. The spin multiplicity is 1. The calculation puts the total energy at -307.6055 hartree. The calculation puts the lowest unoccupied orbital energy at 0.0220 hartree. As for the HOMO-LUMO gap: 9.81 eV. Its SMILES is O=C1C[C@H]1O.C. Its HOMO energy is -9.216 eV.

---

# 3
C4H8O2 | ωB97M-V with the def2-TZVPD basis set

Each line ends with the Löwdin charge.
Geometry (Å):
C -1.9668 -0.3418 1.2444  -0.05
C -0.5462 0.1621 -1.4945  0.06
O 0.3961 -0.7396 -1.3449  -0.07
C 1.7078 -0.2615 -1.0304  -0.47
O 2.6120 -0.7638 -1.6172  0.16
C 1.7660 0.7630 0.0574  0.00
H -1.4359 -1.2765 1.0410  0.02
H -1.6705 0.0415 2.2238  0.02
H -3.0435 -0.5257 1.2343  0.02
H -1.4209 -0.4671 -1.7799  0.03
H -1.7167 0.4024 0.4811  -0.02
H 1.0937 1.5923 -0.1726  0.08
H 2.7968 1.1025 0.1604  0.09
H 1.4280 0.3122 0.9971  0.10

The energy above the lowest of the compared OMol25 structures with the same formula, charge and spin comes out at 85.1 kcal/mol. As for the charge: 0. The spin multiplicity is 1. The calculation puts the total energy at -307.5767 hartree. The calculation puts the lowest unoccupied orbital energy at 0.0079 hartree. As for the HOMO-LUMO gap: 9.41 eV. Its HOMO energy is -9.193 eV.

---

# 4
C4H8O2 | ωB97M-V with the def2-TZVPD basis set

Each line ends with the Löwdin charge.
Geometry (Å):
O 2.1761 -1.1254 -0.5379  -0.06
C 1.2520 -0.0752 -0.7547  -0.25
C 0.4365 0.3879 0.4330  -0.18
C -0.9538 1.1267 0.0720  -0.02
C -0.8712 -0.1555 0.8417  -0.40
O -1.3663 -1.2731 0.1747  -0.01
H 1.6827 -1.9403 -0.3856  0.09
H 0.5542 -0.3077 -1.5650  0.12
H 1.8697 0.7768 -1.0547  0.12
H 1.0792 0.6682 1.2845  0.14
H -1.3071 1.0155 -0.9705  0.11
H -1.2049 2.1212 0.4387  0.09
H -1.0423 -0.1544 1.9201  0.15
H -2.3045 -1.0647 0.1038  0.10

The energy above the lowest of the compared OMol25 structures with the same formula, charge and spin comes out at 52.3 kcal/mol. As for the charge: 0. The spin multiplicity is 1. The calculation puts the total energy at -307.6291 hartree. The calculation puts the lowest unoccupied orbital energy at 0.0312 hartree. As for the HOMO-LUMO gap: 10.71 eV. Its SMILES is OC[C@H]1C[C@H]1O. Its HOMO energy is -9.863 eV.

---

# 5
C4H8O2 | ωB97M-V with the def2-TZVPD basis set

Each line ends with the Löwdin charge.
Geometry (Å):
C 1.8437 0.6479 -0.1676  -0.03
C 0.9111 -0.2962 0.5301  -0.32
O -0.0105 0.1942 1.4973  -0.01
C -0.5219 -0.3412 0.2675  -0.24
C -1.3009 0.6442 -0.5893  -0.21
O -2.6738 0.6277 -0.2530  -0.05
H 1.3124 1.5317 -0.5268  0.07
H 2.2866 0.1318 -1.0274  0.09
H 2.6487 0.9584 0.5025  0.08
H 1.3649 -1.2409 0.8413  0.14
H -0.9799 -1.3259 0.3502  0.15
H -1.2382 0.3619 -1.6437  0.13
H -0.8910 1.6579 -0.4742  0.12
H -2.7263 0.7874 0.6969  0.09

The energy above the lowest of the compared OMol25 structures with the same formula, charge and spin comes out at 45.9 kcal/mol. As for the charge: 0. The spin multiplicity is 1. The calculation puts the total energy at -307.6393 hartree. The calculation puts the lowest unoccupied orbital energy at 0.0387 hartree. As for the HOMO-LUMO gap: 11.40 eV. Its SMILES is C[C@H]1O[C@H]1CO. Its HOMO energy is -10.346 eV.

---

# 6
C4H8O2 | ωB97M-V with the def2-TZVPD basis set

Each line ends with the Löwdin charge.
Geometry (Å):
C 1.7908 1.2589 1.3172  0.06
C 0.5082 1.4267 1.0090  -0.41
O -0.0876 2.6705 1.1399  0.01
C -0.4586 0.3306 0.8962  -0.13
C -1.7629 0.5082 0.7571  0.03
H 2.4662 2.0216 1.6881  0.07
H 2.1933 0.2572 1.2485  0.06
H 0.3597 3.1250 1.8591  0.10
H -0.0150 -0.6490 1.0309  0.10
H -2.1768 1.5002 0.9046  0.06
H -2.4686 -0.2856 0.5728  0.06
H -0.3395 -4.3656 -3.4390  0.03
H -0.1931 -3.9557 -4.9323  0.03
O 0.1838 -3.8430 -4.0519  -0.06

The energy above the lowest of the compared OMol25 structures with the same formula, charge and spin comes out at 52.3 kcal/mol. As for the charge: 0. The spin multiplicity is 1. The calculation puts the total energy at -307.6291 hartree. The calculation puts the lowest unoccupied orbital energy at 0.0312 hartree. As for the HOMO-LUMO gap: 9.62 eV. Its SMILES is C=CC(=C)O.O. Its HOMO energy is -8.775 eV.

---

# 7
C4H8O2 | ωB97M-V with the def2-TZVPD basis set

Each line ends with the Löwdin charge.
Geometry (Å):
C -1.3034 -0.2296 0.4274  -0.13
C -0.2288 -1.2669 0.4253  -0.26
C -0.2131 -2.3355 1.2044  -0.02
H 0.5573 -1.1304 -0.3100  0.08
H -2.1337 -0.5218 1.0666  0.07
H -0.9160 0.7287 0.7813  0.06
H -1.6926 -0.0731 -0.5784  0.07
H 0.6184 -3.0235 1.2098  0.05
H -1.0509 -2.5841 1.8367  0.05
C 1.1217 2.3291 -1.9464  -0.50
O 0.4843 1.3392 -1.8727  0.11
O 1.8030 3.1836 -2.3110  0.21
H 1.2741 1.4227 -0.0144  0.10
H 1.6797 2.1615 0.0814  0.11

The energy above the lowest of the compared OMol25 structures with the same formula, charge and spin comes out at 49.2 kcal/mol. As for the charge: 0. The spin multiplicity is 1. The calculation puts the total energy at -307.6341 hartree. The calculation puts the lowest unoccupied orbital energy at 0.0229 hartree. As for the HOMO-LUMO gap: 10.25 eV. Its HOMO energy is -9.630 eV.

---

# 8
C4H8O2 | ωB97M-V with the def2-TZVPD basis set

Each line ends with the Löwdin charge.
Geometry (Å):
C 0.0291 -1.5664 0.0524  -0.09
C -0.9159 -0.4289 -0.1694  -0.14
O 0.6298 0.5499 2.3093  -0.06
C -0.6901 0.7297 -0.8099  -0.09
C 0.5953 1.1318 -1.4144  -0.27
O 1.6825 0.6550 -1.1495  0.02
H 0.1261 -1.7491 1.1280  0.08
H -0.3840 -2.4721 -0.4073  0.08
H 1.0182 -1.3663 -0.3569  0.07
H -1.9227 -0.5838 0.2214  0.11
H -0.2159 1.0099 2.2542  0.04
H 1.0332 0.7024 1.4436  0.02
H -1.5082 1.4358 -0.9431  0.10
H 0.5228 1.9522 -2.1582  0.11

The energy above the lowest of the compared OMol25 structures with the same formula, charge and spin comes out at 36.3 kcal/mol. As for the charge: 0. The spin multiplicity is 1. The calculation puts the total energy at -307.6546 hartree. The calculation puts the lowest unoccupied orbital energy at 0.0018 hartree. As for the HOMO-LUMO gap: 10.10 eV. Its SMILES is C/C=C\C=O.O. Its HOMO energy is -10.050 eV.

---

> charge of number 5 (C4H8O2)?

0

---

Repeat the first record exactly.
C4H8O2 | ωB97M-V with the def2-TZVPD basis set

Each line ends with the Löwdin charge.
Geometry (Å):
O 1.8043 -0.6608 0.4307  -0.26
C 1.3600 0.1612 -0.5674  -0.33
C 0.0385 0.6570 -0.0021  -0.39
O 0.1736 1.2904 1.1521  0.10
C -0.8633 -0.9011 0.3333  -0.05
C -1.2771 0.3803 -0.4991  -0.06
H 0.4006 -1.0525 0.5622  0.13
H 1.1905 -0.2997 -1.5624  0.13
H 1.9921 1.0553 -0.7224  0.13
H 1.0315 0.9284 1.4896  0.14
H -1.3416 -0.8767 1.3115  0.11
H -1.0633 -1.8006 -0.2499  0.11
H -1.3306 0.1633 -1.5635  0.12
H -2.1153 0.9555 -0.1127  0.12

The energy above the lowest of the compared OMol25 structures with the same formula, charge and spin comes out at 94.6 kcal/mol. As for the charge: 0. The spin multiplicity is 1. The calculation puts the total energy at -307.5617 hartree. The calculation puts the lowest unoccupied orbital energy at 0.0295 hartree. As for the HOMO-LUMO gap: 9.46 eV. Its HOMO energy is -8.657 eV.